The following is a DFT calculation (ωB97M-V/def2-TZVPD) of a single C17H27N3O3S molecule at a distorted geometry.

## Properties
Relative energy (zero: lowest compared OMol25 entry of this formula, charge and spin)   407.27 kcal/mol
LUMO level   -0.04 eV
Kohn-Sham gap   8.104 eV
HOMO   -8.15 eV
Largest force on an atom   17.53 eV Å⁻¹
Net charge   0
SMILES string   CC(C)CCc1c(O)nc(SCC(=O)N2CCCCCC2)[nH]c1=O

Geometry as XYZ:
```
51
Properties=species:S:1:pos:R:3:forces:R:3
C 6.427 0.174 0.099 3.3 -7.6 -3.3
H 6.312 -0.493 0.950 0.2 0.8 0.6
H 5.965 -0.602 -0.706 1.3 1.4 1.0
H 7.503 0.325 -0.166 -0.6 -0.5 0.4
C 5.733 1.316 -0.013 -5.9 1.0 12.6
C 6.206 2.310 1.350 4.7 -7.9 -1.0
H 7.242 2.764 1.209 -1.2 -0.9 0.2
H 6.165 1.523 2.295 0.4 2.2 -2.3
H 5.590 3.011 1.526 -4.7 5.1 1.2
C 4.146 1.104 0.212 8.2 -0.4 3.8
H 3.877 0.516 -0.439 -3.2 -4.6 -8.6
H 3.736 1.938 0.375 -3.6 6.6 0.3
C 3.779 0.239 1.275 -2.2 0.1 10.5
C 2.192 0.076 1.548 3.7 -4.9 -4.6
C 1.689 -1.068 0.759 -4.7 11.3 7.9
N 0.332 -1.006 0.791 -0.2 -4.9 -3.6
C -0.469 -0.173 1.221 1.0 2.4 4.0
N 0.058 0.879 2.018 -0.2 -7.4 -6.7
C 1.311 0.935 2.172 7.2 8.4 3.9
O 1.759 2.123 2.839 -1.7 -5.7 -2.7
H -0.524 1.354 2.471 -5.5 5.6 4.8
S -2.158 -0.303 1.498 -2.1 -2.3 -1.4
C -2.474 -1.956 0.498 -1.7 -1.4 0.8
H -1.439 -2.188 0.279 0.0 -0.3 -0.3
H -2.939 -2.940 1.102 1.1 3.2 -1.1
C -3.387 -1.801 -0.873 11.1 2.2 8.4
O -4.391 -2.180 -1.052 -15.9 -7.3 0.4
N -2.855 -1.204 -1.795 7.3 7.3 -8.8
C -1.436 -0.362 -1.981 -2.5 -9.6 -3.8
H -0.853 -0.849 -1.297 2.0 -1.4 1.3
C -1.533 0.941 -1.751 2.9 9.0 -3.4
C -2.460 1.656 -2.765 -1.9 4.6 6.5
H -2.422 1.492 -3.727 1.1 -1.7 -5.1
H -2.289 2.862 -2.726 -0.2 -2.8 0.2
C -3.929 1.497 -2.340 -1.3 -0.9 5.7
C -4.692 0.189 -2.800 9.3 6.5 -7.5
H -5.462 -0.215 -2.477 -7.2 -2.7 4.0
H -4.988 0.738 -3.882 0.4 -2.4 2.0
C -3.644 -0.955 -3.031 -1.8 1.3 2.7
H -2.947 -0.804 -3.773 1.0 0.4 -1.9
H -4.337 -1.707 -3.223 -0.2 -2.2 -0.6
H -3.953 1.526 -1.022 0.3 -0.1 -3.5
H -4.507 2.387 -2.513 -0.3 0.2 -0.5
H -0.436 1.492 -2.149 -2.4 -1.8 1.5
H -1.627 1.199 -0.724 -0.6 0.6 0.5
H -1.217 -0.732 -3.116 0.1 1.2 2.9
O 2.304 -1.821 0.064 2.8 -6.4 -4.9
H 1.669 -2.489 -0.343 1.0 0.9 0.4
H 3.969 0.665 2.436 0.1 0.0 -2.8
H 4.305 -0.665 1.578 -0.2 -0.6 -1.4
H 5.816 1.909 -0.688 1.4 6.3 -8.8
```
Forces are in eV/Å.